(1)
105
Properties=species:S:1:pos:R:3:forces:R:3 method="wB97M-V/def2-TZVPD" gap_ev=5.35 charge=+4 e_tot_ev=-114502.0818
Ti 0.351 0.150 0.007 0.4 0.3 -0.2
C 3.599 2.317 0.467 0.0 0.0 0.0
P 2.797 0.813 -0.133 0.0 0.0 -0.2
C 1.975 1.208 -1.710 0.0 0.1 0.1
N 2.468 2.022 -2.623 0.0 -0.1 0.0
C 1.738 2.179 -3.745 0.0 0.0 0.0
C 2.234 2.995 -4.786 0.0 0.0 0.0
C 1.505 3.141 -5.929 0.0 0.0 0.0
C 0.243 2.498 -6.095 0.0 0.0 0.0
C -0.281 1.719 -5.111 0.0 0.0 0.0
C 0.450 1.532 -3.908 -0.1 0.0 0.0
N -0.068 0.784 -2.922 0.1 -0.1 -0.1
C 0.702 0.606 -1.871 -0.3 0.1 0.2
P -1.495 1.867 0.141 0.0 0.2 0.1
C -2.843 2.093 -1.032 0.0 0.0 0.0
C -2.122 1.717 1.866 -0.1 0.0 0.0
C -0.935 1.278 2.729 0.1 -0.1 0.0
C -2.729 3.020 2.381 0.0 0.0 0.0
C -3.178 0.599 1.828 0.0 0.0 0.0
C 4.063 -0.498 -0.476 0.0 0.0 0.1
C 4.535 -1.057 0.870 0.0 0.0 0.0
C 3.425 -1.591 -1.332 0.0 0.0 0.0
C 5.220 0.169 -1.231 0.0 0.0 0.0
H 4.093 2.786 -0.386 0.0 0.0 0.0
H 4.343 2.056 1.220 0.0 0.0 0.0
H 2.878 3.006 0.902 0.0 0.0 0.0
H 3.200 3.463 -4.661 0.0 0.0 0.0
H 1.890 3.747 -6.739 0.0 0.0 0.0
H -0.293 2.634 -7.025 0.0 0.0 0.0
H -1.227 1.208 -5.222 0.0 0.0 0.0
H -3.405 2.991 -0.766 0.0 -0.1 0.0
H -3.500 1.222 -0.986 0.0 0.0 0.0
H -2.441 2.180 -2.042 0.0 0.0 0.0
H -0.153 2.035 2.804 0.0 0.0 0.0
H -0.488 0.326 2.376 0.0 0.0 0.0
H -1.275 1.047 3.740 0.0 0.0 0.0
H -2.013 3.846 2.363 -0.1 -0.1 0.0
H -3.029 2.887 3.422 0.0 0.0 0.0
H -3.622 3.301 1.821 0.0 0.0 0.0
H -2.820 -0.311 1.333 0.0 0.0 0.0
H -4.095 0.918 1.334 0.0 0.0 0.0
H -3.436 0.329 2.852 0.0 0.0 0.0
H 3.765 -1.662 1.354 0.0 0.0 0.0
H 4.857 -0.280 1.564 0.0 0.0 0.0
H 5.396 -1.703 0.696 0.0 0.0 0.0
H 2.504 -1.993 -0.894 0.0 0.0 0.0
H 4.126 -2.423 -1.406 0.0 0.0 0.0
H 3.211 -1.250 -2.346 0.0 0.0 0.0
H 5.793 0.842 -0.594 0.0 0.0 0.0
H 4.886 0.711 -2.117 0.0 0.0 0.0
H 5.900 -0.618 -1.564 0.0 0.0 0.0
S -0.002 3.321 -0.052 -0.1 -0.1 0.0
Sb -0.704 5.644 0.400 0.1 0.1 0.1
C -0.372 5.978 2.429 0.0 0.1 0.1
C -0.716 7.233 2.932 0.0 0.0 0.0
C -0.416 7.538 4.252 0.0 0.0 0.0
C 0.224 6.604 5.053 0.0 0.0 0.0
C 0.577 5.362 4.542 0.0 0.0 0.0
C 0.284 5.044 3.225 0.0 -0.1 -0.1
C 0.706 6.636 -0.766 0.0 0.0 -0.1
C 0.505 8.011 -0.875 0.0 0.0 0.0
C 1.446 8.778 -1.546 0.0 0.0 0.0
C 2.566 8.172 -2.098 0.0 0.0 0.0
C 2.752 6.800 -1.991 0.0 0.0 0.0
C 1.821 6.019 -1.323 0.0 0.0 0.0
C -2.656 5.934 -0.239 -0.1 0.0 0.0
C -3.515 6.675 0.572 0.0 -0.1 0.1
C -4.790 6.970 0.107 0.0 0.0 0.0
C -5.196 6.517 -1.140 0.0 0.0 0.0
C -4.332 5.778 -1.944 0.0 0.0 0.0
C -3.053 5.488 -1.502 0.2 0.2 -0.1
H -1.202 7.984 2.320 0.0 0.0 0.0
H -0.680 8.508 4.650 0.0 0.0 0.0
H 0.456 6.848 6.081 0.0 0.0 0.0
H 1.087 4.646 5.172 0.0 0.0 0.0
H 0.578 4.080 2.823 0.0 0.0 0.0
H -0.372 8.496 -0.459 0.0 0.0 0.0
H 1.301 9.845 -1.639 0.0 0.0 0.0
H 3.298 8.776 -2.617 0.0 0.0 0.0
H 3.629 6.341 -2.426 0.0 0.0 0.0
H 1.975 4.948 -1.254 0.0 0.0 0.0
H -3.221 7.010 1.559 0.0 0.0 0.0
H -5.464 7.551 0.720 0.0 0.0 0.0
H -6.191 6.747 -1.495 0.0 0.0 0.0
H -4.656 5.449 -2.922 0.0 0.0 0.0
H -2.361 4.962 -2.154 -0.1 0.0 0.0
O -3.420 -6.557 -3.394 0.0 0.0 -0.1
C -4.015 -5.597 -2.574 -0.1 0.1 0.0
N -2.932 -5.162 -1.693 0.1 0.0 0.0
C -2.713 -3.889 -1.378 0.1 0.0 0.0
O -3.412 -2.934 -1.674 0.0 0.0 0.0
C -1.481 -3.583 -0.531 -0.1 0.2 0.0
C -0.783 -4.441 0.308 0.0 0.0 -0.1
C 0.248 -3.948 1.113 0.0 0.1 0.1
C 0.556 -2.611 1.061 0.0 -0.2 0.0
N -0.109 -1.777 0.219 0.1 -0.1 0.1
C -1.103 -2.251 -0.553 -0.1 -0.1 -0.1
H -4.094 -7.096 -3.825 0.0 0.0 0.0
H -4.826 -6.013 -1.969 0.0 0.0 0.0
H -4.370 -4.721 -3.123 0.0 0.0 0.0
H -2.225 -5.868 -1.544 0.0 0.0 0.0
H -1.043 -5.491 0.368 0.0 0.0 0.0
H 0.785 -4.599 1.788 0.0 0.0 0.0
H 1.328 -2.174 1.686 0.0 0.0 0.0
H -1.647 -1.566 -1.203 0.0 0.0 0.0


(2)
13
Properties=species:S:1:pos:R:3:forces:R:3 method="wB97M-V/def2-TZVPD" gap_ev="8.98 / 6.14" charge=0 e_tot_ev=-35653.7654
C -1.778 -1.601 0.079 0.3 0.5 0.0
C 1.999 -1.993 0.550 -1.1 1.1 0.5
C -0.167 2.498 -0.088 2.5 -3.9 -3.3
N -2.495 -2.291 0.643 -0.4 -0.7 0.3
P -0.767 -0.403 -0.744 -0.4 1.4 0.4
S -1.993 0.506 -1.997 0.1 -0.4 -0.2
S -0.347 0.959 0.949 -0.6 -0.4 -1.5
H 1.181 -1.474 0.048 0.3 0.0 0.6
H 2.498 -2.579 -0.178 1.0 -0.8 0.2
H 2.178 -1.782 1.628 0.2 -0.5 -1.3
H -0.416 3.204 0.581 -0.1 3.0 2.2
H -0.821 2.594 -0.991 0.3 -0.5 1.0
H 0.929 2.361 -0.480 -2.0 1.3 0.9


(3)
68
Properties=species:S:1:pos:R:3:forces:R:3 method="wB97M-V/def2-TZVPD" gap_ev=7.87 charge=0 e_tot_ev=-117196.8412
Pb 0.441 0.028 0.829 0.4 1.0 -0.7
C 1.116 -4.189 0.444 -0.1 0.2 0.5
C 2.319 -4.051 -0.465 -0.1 0.6 -0.3
S 2.409 -2.479 -1.388 0.2 -0.2 -0.1
C 1.373 -2.839 -2.849 0.2 0.0 0.5
C -0.114 -2.869 -2.572 -0.4 0.7 0.4
S -0.584 -1.240 -1.763 0.0 -2.1 -0.7
C -2.285 -1.738 -1.288 0.4 0.2 -0.3
C -2.815 -0.965 -0.106 -0.1 0.1 0.4
S -1.932 -1.143 1.490 -0.4 -1.2 0.0
C -1.704 -2.977 1.715 -0.2 0.8 -0.2
C -0.475 -3.274 2.555 0.4 0.1 -0.2
S 1.127 -2.907 1.756 -0.3 -0.6 -0.2
H 1.146 -5.161 0.938 -0.1 -0.1 0.0
H 0.186 -4.091 -0.109 0.0 -0.1 0.0
H 2.338 -4.858 -1.196 0.0 -0.1 0.1
H 3.234 -4.082 0.122 0.1 -0.1 0.0
H 1.730 -3.776 -3.282 0.0 0.1 -0.1
H 1.600 -2.023 -3.534 0.1 0.0 -0.1
H -0.395 -3.725 -1.958 0.0 0.0 0.0
H -0.654 -2.923 -3.518 -0.1 -0.1 0.0
H -2.283 -2.815 -1.110 0.0 0.0 -0.1
H -2.927 -1.532 -2.146 -0.1 -0.1 0.1
H -3.862 -1.204 0.075 0.0 0.0 0.0
H -2.693 0.105 -0.298 -0.2 -0.1 0.1
H -1.647 -3.454 0.741 0.0 0.0 0.0
H -2.590 -3.337 2.237 0.0 -0.1 -0.1
H -0.458 -4.327 2.841 -0.1 0.1 0.1
H -0.477 -2.659 3.454 0.0 -0.1 0.2
O -1.386 2.389 4.136 -0.1 0.1 0.4
C -0.760 1.611 3.439 0.1 0.0 0.3
O -0.909 1.419 2.195 0.3 -0.2 -0.7
C 0.325 0.766 4.124 -0.2 0.3 0.2
C 0.404 0.737 5.512 0.0 0.0 -0.1
C 1.379 -0.039 6.110 0.0 0.0 -0.2
C 2.273 -0.720 5.294 0.0 0.0 0.0
C 2.137 -0.612 3.922 0.3 -0.2 0.3
N 1.170 0.094 3.350 -0.2 0.0 0.2
H -0.307 1.321 6.072 -0.1 0.1 0.0
H 1.457 -0.112 7.186 0.0 0.0 0.0
H 3.057 -1.329 5.713 0.1 -0.1 0.0
H 2.822 -1.114 3.253 0.1 -0.1 0.0
O -0.927 0.940 -0.901 -0.2 0.5 0.7
C -0.470 2.051 -1.581 0.0 0.1 0.0
C -1.465 3.187 -1.519 -0.3 0.2 0.2
C -1.219 4.505 -1.754 -0.1 -0.2 0.1
C -2.385 5.298 -1.714 -0.1 0.1 -0.1
C -3.496 4.566 -1.451 -0.1 -0.4 0.0
S -3.136 2.896 -1.229 0.3 0.4 -0.1
C 0.800 2.596 -0.952 0.5 0.1 0.0
C 0.886 3.092 0.321 0.0 0.0 -0.3
C 2.170 3.591 0.638 0.1 0.0 0.1
C 3.040 3.473 -0.395 0.0 -0.2 -0.5
S 2.309 2.754 -1.780 0.0 0.2 0.6
C -0.227 1.739 -3.045 -0.2 0.2 -0.3
C 0.726 0.935 -3.588 -0.1 0.1 0.0
C 0.661 0.874 -4.997 0.1 0.0 -0.1
C -0.357 1.616 -5.500 -0.4 0.3 0.2
S -1.241 2.423 -4.265 0.5 -0.4 -0.1
H -0.237 4.894 -1.954 0.2 0.0 0.0
H -2.385 6.361 -1.880 -0.1 0.2 0.0
H -4.509 4.906 -1.371 -0.2 0.1 0.1
H 0.039 3.144 0.979 -0.2 0.0 0.1
H 2.419 4.027 1.590 0.1 0.1 0.1
H 4.071 3.763 -0.440 0.2 0.1 0.1
H 1.442 0.395 -2.996 0.2 -0.1 0.1
H 1.356 0.328 -5.609 0.1 -0.2 -0.2
H -0.647 1.746 -6.523 0.0 0.0 -0.3